# 1
A structure of composition C33H31N2O2Ta in a non-equilibrium geometry, computed with ωB97M-V/def2-TZVPD.

Geometry as XYZ:
```
69
Properties=species:S:1:pos:R:3:forces:R:3:mulliken_charge:R:1
Ta -0.066531 -0.409153 -0.429255 -0.3 0.1 -1.5 0.700
C -0.317062 1.494550 3.339924 0.0 -0.1 -0.2 -1.601
C 0.713294 1.381888 2.244978 0.0 0.1 0.0 0.879
C 1.474136 0.211724 2.103715 -0.2 0.1 -0.2 -1.378
C 2.595719 0.177837 1.251255 0.1 0.0 0.0 1.153
C 3.588889 -0.944983 1.365636 -0.1 0.0 0.0 -1.529
C 2.822076 1.259157 0.409342 0.0 0.1 0.0 -0.214
C 2.043646 2.425038 0.489906 0.1 0.1 0.0 0.654
C 2.327701 3.601216 -0.405517 0.0 -0.1 0.1 -1.757
C 1.035032 2.480837 1.443439 0.1 0.0 0.1 -0.598
H -1.258935 1.007267 3.065117 0.0 0.0 0.0 0.216
H -0.532559 2.538488 3.564136 0.0 0.0 0.0 0.433
H 0.043090 1.017831 4.251968 0.0 0.0 0.0 0.408
H 1.339448 -0.588315 2.822986 -0.1 0.0 -0.1 0.859
H 3.857797 -1.088733 2.414264 0.0 0.0 0.0 0.402
H 4.499805 -0.724640 0.809483 -0.1 0.0 0.0 0.374
H 3.184306 -1.893481 1.006806 0.1 0.1 0.1 0.243
H 3.694578 1.256526 -0.238204 -0.1 0.0 0.0 0.505
H 1.834097 3.463581 -1.371230 0.0 0.0 0.0 0.306
H 3.395610 3.700699 -0.598678 0.0 0.0 0.0 0.451
H 1.966552 4.531308 0.033259 0.0 0.0 0.0 0.372
H 0.524558 3.420800 1.618066 -0.1 0.0 0.0 0.512
C -2.482526 3.399352 -0.129363 -0.1 0.1 0.0 -1.259
C -3.779113 2.940483 0.055843 -0.1 0.1 0.0 -0.605
C -4.009763 1.579280 0.134810 -0.3 0.2 0.0 -1.249
C -2.951244 0.701155 0.057385 0.2 0.0 0.2 0.845
N -1.681793 1.151176 -0.063126 0.5 0.0 0.0 0.037
C -1.468179 2.480249 -0.188264 0.0 -0.3 -0.1 -0.197
C -3.087889 -0.751099 -0.026651 0.0 -0.2 0.0 1.035
C -4.287745 -1.415010 0.156436 -0.3 -0.2 0.1 -1.051
C -4.371907 -2.778282 -0.104850 0.0 0.0 0.0 -0.809
C -3.267734 -3.474523 -0.587764 -0.1 0.0 0.0 -0.987
C -2.053844 -2.823837 -0.728180 -0.1 0.2 0.1 -0.173
C -1.943269 -1.463199 -0.409433 1.0 0.2 -0.3 0.650
H -2.265081 4.452440 -0.238530 0.0 0.0 0.0 0.511
H -4.606935 3.637461 0.110960 0.0 0.0 0.0 0.473
H -5.018565 1.203464 0.220881 0.0 0.0 0.0 0.455
H -0.456931 2.788908 -0.364356 0.2 0.0 -0.1 0.748
H -5.169310 -0.889458 0.503788 0.0 0.0 0.0 0.459
H -5.311432 -3.295628 0.051949 0.1 0.0 0.0 0.434
H -3.352853 -4.525008 -0.840500 0.0 0.1 0.0 0.479
H -1.199029 -3.368226 -1.105715 -0.1 0.0 0.1 0.493
C 0.105147 -4.331979 3.628837 0.0 0.0 0.0 -0.783
C 1.137837 -4.685878 2.769243 0.0 0.0 0.1 -0.873
C 1.391936 -3.940515 1.627310 0.2 -0.2 -0.1 -0.500
C 0.593428 -2.846847 1.326067 0.0 0.2 -0.4 1.299
C -0.412188 -2.466910 2.210923 -0.1 0.1 0.0 -0.652
C -0.662874 -3.207581 3.352702 0.0 0.0 0.1 -0.912
N 0.797297 -2.066168 0.128807 -0.2 -0.2 0.1 2.057
C 1.570622 -2.633206 -0.963060 -0.1 0.1 0.2 0.288
C 2.526480 -1.853092 -1.594899 0.2 0.1 0.1 0.384
C 3.187132 -2.330159 -2.723392 -0.1 0.1 -0.1 -1.082
C 2.873310 -3.577179 -3.226014 -0.1 -0.2 0.0 -0.733
C 1.907443 -4.363368 -2.587621 0.1 0.1 -0.1 -1.044
C 1.263147 -3.902059 -1.457751 -0.1 -0.1 -0.1 -0.755
H -0.091609 -4.918872 4.518039 0.0 0.0 -0.1 0.453
H 1.755576 -5.548667 2.990166 0.0 0.1 0.0 0.470
H 2.216943 -4.211707 0.979869 -0.1 0.0 0.0 0.487
H -1.011479 -1.581564 2.018572 -0.1 -0.1 0.0 0.408
H -1.464350 -2.913645 4.021160 0.1 0.0 0.0 0.495
H 2.784751 -0.881454 -1.186494 0.1 0.0 0.0 0.204
H 3.937710 -1.718255 -3.208798 0.0 0.0 0.1 0.506
H 3.377760 -3.948082 -4.110298 0.0 0.0 0.1 0.456
H 1.648177 -5.336270 -2.988510 0.1 0.0 0.1 0.461
H 0.523883 -4.519285 -0.960945 0.1 0.0 0.0 0.503
O 0.397583 1.132867 -2.000713 0.2 -0.7 0.4 -0.603
C 0.338038 0.269044 -2.935028 -0.2 0.0 0.7 -0.199
O 0.055832 -0.914267 -2.596030 -0.4 0.2 0.8 -0.521
H 0.524365 0.530559 -3.970761 0.0 0.1 -0.2 0.502
```
Positions in Å, forces in eV/Å.

Properties
Charge = +2
Lowest unoccupied orbital energy = -7.70 eV
Strongest force on any atom = 1.53 eV Å⁻¹
HOMO energy = -14.07 eV
E = -1592.6466 hartree
HOMO-LUMO gap = 6.4 eV

# 2
A structure of composition C23H42Br2O14 in a non-equilibrium geometry, computed with ωB97M-V/def2-TZVPD.

Geometry as XYZ:
```
81
Properties=species:S:1:pos:R:3:forces:R:3:mulliken_charge:R:1
C 3.649334 0.862726 3.526449 0.0 -0.7 -0.7 -1.035
C 2.075033 0.539193 3.080243 1.8 0.7 1.3 -0.061
Br 2.177611 -0.963250 1.749921 -0.3 1.3 0.2 -0.033
C 1.278932 0.068568 4.433215 -0.5 1.7 -0.4 -0.546
Br 1.457414 -1.900487 4.735999 -0.1 1.3 0.3 -0.053
C -0.318069 0.436673 4.468108 0.3 -1.6 2.4 0.049
C -1.326630 -0.128978 3.305911 0.7 1.0 1.0 -0.507
C -1.283182 1.193558 2.323982 0.6 -0.6 0.1 -0.389
C -0.957278 2.427683 3.352991 -0.6 5.5 1.0 0.477
O -1.095517 3.752120 3.253710 0.9 -8.7 0.2 -0.624
O -0.441164 1.908133 4.640827 -0.9 -1.0 -4.8 -0.437
H 3.950049 0.087761 4.354607 -0.6 1.7 -1.5 0.292
H 3.765289 1.974528 3.874884 -0.3 -2.2 -0.5 0.322
H 4.381549 0.659098 2.611132 -1.7 0.6 1.9 0.305
H 1.670642 1.514700 2.575922 0.4 -2.1 1.0 0.246
H 1.776573 0.648807 5.345215 -1.1 -1.4 -2.0 0.445
H -0.673462 0.012319 5.521366 0.7 0.8 -2.3 0.371
H -2.317845 -0.376376 3.885835 1.6 1.0 -1.5 0.286
H -0.983946 -1.151029 2.851766 -0.3 2.3 0.6 0.298
H -2.165301 1.296894 1.555769 1.6 0.3 2.0 0.367
H -0.314377 1.099877 1.671529 -1.8 0.1 1.2 0.143
C -5.553083 -1.394230 -1.639175 0.2 0.1 -0.3 -1.101
C -5.037655 -1.988262 -0.339074 -0.5 0.5 -0.1 -0.071
O -4.019402 -2.965727 -0.585666 1.1 0.1 -0.1 -0.370
C -2.807524 -2.481652 -0.948266 -0.1 0.5 -0.3 0.773
O -2.515511 -1.301535 -1.080446 -0.3 -1.6 0.3 -0.569
O -1.979893 -3.531425 -1.173125 -0.9 0.7 0.4 -0.334
C -0.698698 -3.155910 -1.669895 0.6 0.1 -0.2 -0.513
H -5.897185 -2.184811 -2.313346 -0.1 0.0 0.2 0.292
H -6.378622 -0.703782 -1.448056 0.0 -0.1 0.0 0.371
H -4.767190 -0.847216 -2.169148 -0.1 0.0 0.2 0.303
H -5.858475 -2.506360 0.168175 0.4 -0.2 -0.1 0.307
H -4.671472 -1.215346 0.345772 0.1 -0.1 -0.2 0.194
H -0.214122 -2.427132 -1.011698 -0.2 0.0 -0.2 0.217
H -0.795293 -2.757077 -2.684427 0.1 0.1 0.2 0.303
H -0.073550 -4.052306 -1.709495 -0.4 0.0 0.1 0.203
C 6.152170 -1.070905 -4.079846 0.1 -0.3 0.1 -1.226
C 4.910124 -0.545250 -3.379981 0.6 0.4 -0.2 0.018
O 4.005139 -1.610418 -3.064542 -0.2 -0.7 0.9 -0.234
C 4.361906 -2.404481 -2.026931 0.8 0.1 0.1 0.646
O 5.373571 -2.290201 -1.349514 -1.6 -0.2 -0.9 -0.557
O 3.421394 -3.370688 -1.887508 0.5 0.9 -0.2 -0.264
C 3.738481 -4.341035 -0.893961 0.1 -0.4 0.4 -0.691
H 5.877421 -1.652361 -4.965483 0.0 0.2 0.0 0.298
H 6.803506 -0.246731 -4.381936 -0.1 0.0 0.0 0.371
H 6.726362 -1.738195 -3.429653 -0.1 0.2 0.0 0.336
H 4.378364 0.133105 -4.055659 -0.1 -0.3 0.2 0.135
H 5.160382 0.026567 -2.479482 0.0 -0.3 0.0 0.317
H 3.941592 -3.869279 0.073173 0.1 0.0 -0.3 0.303
H 4.594053 -4.940847 -1.219376 0.0 0.2 0.2 0.311
H 2.876208 -5.003707 -0.778826 0.0 0.3 -0.2 0.227
C 1.971382 0.961276 -10.399015 -0.3 0.2 0.2 -1.086
C 2.942561 -0.014080 -9.755359 -0.3 0.0 -0.7 -0.172
O 3.228430 0.359084 -8.401803 -0.4 -0.2 0.9 -0.335
C 2.247973 0.115971 -7.499552 -0.6 -0.1 -0.4 0.735
O 1.159065 -0.386088 -7.739624 1.7 0.7 0.4 -0.559
O 2.666514 0.555595 -6.287482 -0.1 -0.4 -1.0 -0.304
C 1.676568 0.456523 -5.267951 -0.4 -0.1 0.5 -0.671
H 2.350422 1.985489 -10.326558 0.1 -0.2 -0.1 0.291
H 1.814528 0.712401 -11.451734 0.1 0.0 0.1 0.355
H 0.998845 0.948275 -9.897294 0.2 -0.1 -0.1 0.309
H 3.892497 0.014672 -10.299664 0.0 0.0 0.4 0.285
H 2.575392 -1.045395 -9.800940 -0.1 0.2 0.2 0.301
H 1.289506 -0.564594 -5.186350 0.0 0.2 -0.1 0.343
H 0.865154 1.163307 -5.467290 0.0 -0.2 0.0 0.347
H 2.141837 0.724904 -4.315376 0.1 0.0 -0.3 0.169
C -3.257476 4.305536 5.430303 -0.4 0.3 0.0 -1.173
C -3.088578 2.842232 5.803154 0.3 0.5 -0.6 0.302
O -3.462644 2.610111 7.166709 -1.1 -0.4 0.6 -0.388
C -4.791935 2.614646 7.426365 -0.2 0.4 -0.6 0.732
O -5.683002 2.797182 6.608991 1.2 -0.4 1.2 -0.562
O -4.966512 2.415333 8.755784 0.3 0.0 -0.9 -0.335
C -6.324292 2.508348 9.176536 -0.5 0.0 0.2 -0.623
H -2.702229 4.945432 6.123243 0.1 -0.2 -0.1 0.299
H -2.902263 4.488575 4.412915 0.0 -0.1 0.3 0.316
H -4.305791 4.614825 5.485961 0.1 -0.2 0.0 0.372
H -2.031692 2.569465 5.713365 -0.5 0.1 0.5 0.113
H -3.650361 2.182779 5.132315 -0.2 0.1 0.2 0.228
H -6.965812 1.829135 8.605330 0.1 0.3 0.0 0.288
H -6.673128 3.541340 9.082124 0.0 -0.2 -0.1 0.287
H -6.373612 2.222399 10.230911 0.3 0.0 -0.2 0.225
```
Positions in Å, forces in eV/Å.

Properties
Lowest unoccupied orbital energy = 0.16 eV
Strongest force on any atom = 8.77 eV Å⁻¹
HOMO energy = -10.07 eV
E = -7102.8929 hartree
HOMO-LUMO gap = 10.2 eV

> The lowest strongest force on any atom belongs to which entry?

C33H31N2O2Ta

> Which of these has the highest strongest force on any atom?

C23H42Br2O14

> The highest HOMO-LUMO gap belongs to which entry?

C23H42Br2O14